A structure of composition C6H10ClF at a distorted geometry, computed with ωB97M-V/def2-TZVPD.

Element x y z (Å)
1 C -1.304 0.856 -1.190
2 C 0.032 0.799 -0.389
3 C 0.155 1.506 1.071
4 C 0.225 -0.778 0.016
5 C 1.234 -1.534 -0.701
6 C -0.281 -1.179 1.160
7 H -2.060 0.545 -0.360
8 H -1.763 1.962 -1.371
9 H -1.263 0.246 -2.162
10 H 0.866 0.923 -0.967
11 H -0.518 0.765 1.823
12 H 1.183 1.190 1.175
13 H 0.241 2.713 1.021
14 H 2.158 -0.758 -0.910
15 H 1.828 -2.352 -0.144
16 H 1.002 -1.999 -1.729
17 F -0.167 -2.390 1.634
18 Cl -1.568 -0.516 2.023

## Properties
* frontier orbital gap: 0.3699 Eh
* LUMO level: 0.80 eV
* energy above the lowest of the compared OMol25 structures with the same formula, charge and spin: 398.00 kJ/mol
* HOMO: -9.270 eV

Atom charges from the Löwdin analysis, given in e for atoms 1 to 2:
1. C -0.0976
2. C -0.3407



A cluster of 2 separate species, BrClH4Si2 in total at a distorted geometry, computed with ωB97M-V/def2-TZVPD.

Element x y z (Å)
1 Si -1.831 0.438 0.138
2 Si 3.648 -0.724 -0.070
3 Cl -0.042 0.570 1.117
4 Br 2.247 -1.800 -1.462
5 H -1.417 -0.419 -1.057
6 H -3.149 0.015 0.578
7 H -2.044 1.866 0.107
8 H 2.587 0.055 0.650

## Properties
* frontier orbital gap: 0.2891 Eh
* LUMO level: -1.03 eV
* energy above the lowest of the compared OMol25 structures with the same formula, charge and spin: 232.29 kJ/mol
* HOMO: -8.900 eV

Atom charges from the Löwdin analysis, given in e for atoms 1 to 2:
1. Si 0.1923
2. Si 0.2475



> Among the records above, which one has the highest HOMO?

BrClH4Si2



> Among the records above, which one has the lowest LUMO level?

BrClH4Si2